(1)
One molecule with the formula C2H4N2O2 in a non-equilibrium geometry. Source: the Open Molecules 2025 dataset; level of theory: ωB97M-V/def2-TZVPD.

XYZ file:
```
10
C2H4N2O2 (ωB97M-V/def2-TZVPD)
N -1.815 -0.731 0.077
C -0.694 -0.163 0.605
O -0.517 0.065 1.786
N 0.207 0.134 -0.416
C 1.339 0.683 -0.204
O 2.006 0.861 -1.333
H -2.517 -1.083 0.703
H -1.845 -0.996 -0.896
H 1.811 1.002 0.729
H 1.263 0.452 -1.865
```

## Properties
E_HOMO in Eh: -0.367
Structure (SMILES): NC(=O)/N=C/O
Relative energy (zero: lowest compared OMol25 entry of this formula, charge and spin) in kcal per mole: 23.61
Electronic energy in eV: -9214.199
Total charge: 0
Largest force on an atom in eV/A: 1.52

Atom charges from the natural (NBO) analysis, given in e for atoms 1 to 5: N -0.82; C 0.76; O -0.63; N -0.66; C 0.48


(2)
A 2-piece molecular cluster, C2H4N2O2 overall in a non-equilibrium geometry. Source: the Open Molecules 2025 dataset; level of theory: ωB97M-V/def2-TZVPD.

XYZ file:
```
10
C2H4N2O2 (ωB97M-V/def2-TZVPD)
O 0.592 0.171 -1.120
N 1.681 0.029 -0.667
O 2.278 0.716 0.168
H 2.083 -0.821 -1.005
C -1.830 -0.437 -0.137
C -0.995 0.161 0.687
N -0.075 0.325 1.464
H -1.257 -0.771 -1.006
H -2.910 -0.596 -0.041
H 0.433 1.223 1.657
```

## Properties
E_HOMO in Eh: -0.315
Structure (SMILES): O=[NH+][O-].C=C=N
Relative energy (zero: lowest compared OMol25 entry of this formula, charge and spin) in kcal per mole: 148.32
Electronic energy in eV: -9208.791
Total charge: 0
Largest force on an atom in eV/A: 2.29

Atom charges from the natural (NBO) analysis, given in e for atoms 1 to 5: O -0.34; N 0.40; O -0.38; H 0.33; C -0.68


(3)
One molecule with the formula C2H4N2O2 in a non-equilibrium geometry. Source: the Open Molecules 2025 dataset; level of theory: ωB97M-V/def2-TZVPD.

XYZ file:
```
10
C2H4N2O2 (ωB97M-V/def2-TZVPD)
H -2.562 -0.789 -0.083
N -2.297 0.132 -0.381
C -0.979 0.020 0.011
N -0.018 -0.979 0.027
O 1.178 -0.584 -0.648
C 1.198 0.664 -0.047
O -0.286 1.103 -0.142
H 0.281 -1.549 0.796
H 1.694 0.498 0.926
H 1.791 1.485 -0.459
```

## Properties
E_HOMO in Eh: -0.345
Structure (SMILES): [H]/N=C1\NOCO1
Relative energy (zero: lowest compared OMol25 entry of this formula, charge and spin) in kcal per mole: 127.56
Electronic energy in eV: -9209.691
Total charge: 0
Largest force on an atom in eV/A: 6.06

Atom charges from the natural (NBO) analysis, given in e for atoms 1 to 5: H 0.32; N -0.65; C 0.62; N -0.40; O -0.34


(4)
C2H4N2O2 as an isolated structure. Source: the Open Molecules 2025 dataset; level of theory: ωB97M-V/def2-TZVPD.

XYZ file:
```
10
C2H4N2O2 (ωB97M-V/def2-TZVPD)
N 1.925 -0.008 -0.072
C 0.694 -0.322 0.407
O 0.494 -0.928 1.443
N -0.342 0.128 -0.431
C -1.616 -0.038 -0.152
O -2.297 0.534 -1.058
H 2.722 -0.234 0.499
H 2.033 0.587 -0.875
H -1.039 0.747 -1.401
H -2.026 -0.569 0.704
```

## Properties
E_HOMO in Eh: -0.376
Relative energy (zero: lowest compared OMol25 entry of this formula, charge and spin) in kcal per mole: 48.36
Electronic energy in eV: -9213.126
Total charge: 0
Largest force on an atom in eV/A: 0.36

Atom charges from the natural (NBO) analysis, given in e for atoms 1 to 5: N -0.82; C 0.78; O -0.63; N -0.71; C 0.52


(5)
A 2-piece molecular cluster, C2H4N2O2 overall in a non-equilibrium geometry. Source: the Open Molecules 2025 dataset; level of theory: ωB97M-V/def2-TZVPD.

XYZ file:
```
10
C2H4N2O2 (ωB97M-V/def2-TZVPD)
C 0.847 1.457 -0.068
C -0.984 -0.223 -0.142
N -0.826 -1.414 0.343
N -2.248 0.336 0.012
O -2.415 1.485 0.323
O -3.082 -0.468 -0.366
H 0.240 2.208 0.240
H 1.262 1.414 -1.076
H -0.108 -2.065 0.154
H -1.476 -1.801 1.084
```

## Properties
E_HOMO (alpha / beta) in Eh: -0.297 / -0.322
Relative energy (zero: lowest compared OMol25 entry of this formula, charge and spin) in kcal per mole: 251.05
Electronic energy in eV: -9204.336
Total charge: 0
Largest force on an atom in eV/A: 4.16

Atom charges from the natural (NBO) analysis, given in e for atoms 1 to 5: C -0.30; C 0.31; N -0.70; N 0.42; O -0.35


(6)
A 2-piece molecular cluster, C2H4N2O2 overall in a non-equilibrium geometry. Source: the Open Molecules 2025 dataset; level of theory: ωB97M-V/def2-TZVPD.

XYZ file:
```
10
C2H4N2O2 (ωB97M-V/def2-TZVPD)
H -0.327 1.245 -0.248
N -1.272 0.864 -0.293
C -1.659 0.024 0.583
O -1.099 -0.466 1.726
H -2.714 -0.218 0.396
H -0.127 -0.586 1.526
N 1.195 -0.696 0.195
C 1.629 -0.390 -0.966
O 1.460 0.525 -1.709
H 1.758 0.048 0.693
```

## Properties
E_HOMO in Eh: -0.375
Structure (SMILES): [H]/N=C\O.N=C=O
Relative energy (zero: lowest compared OMol25 entry of this formula, charge and spin) in kcal per mole: 90.23
Electronic energy in eV: -9211.310
Total charge: 0
Largest force on an atom in eV/A: 6.65

Atom charges from the natural (NBO) analysis, given in e for atoms 1 to 5: H 0.33; N -0.70; C 0.41; O -0.70; H 0.16


(7)
One molecule with the formula C2H4N2O2 in a non-equilibrium geometry. Source: the Open Molecules 2025 dataset; level of theory: ωB97M-V/def2-TZVPD.

XYZ file:
```
10
C2H4N2O2 (ωB97M-V/def2-TZVPD)
N 1.266 -0.241 0.163
N -0.094 0.067 0.016
C -0.634 -0.608 -1.030
O 0.028 -1.439 -1.726
C -0.500 1.132 0.771
O 0.324 1.886 1.399
H 1.596 -1.119 -0.511
H 1.446 -0.014 1.205
H -1.869 -0.691 -1.046
H -1.564 1.026 0.760
```

## Properties
E_HOMO in Eh: -0.341
Structure (SMILES): NN(C=O)C=O
Relative energy (zero: lowest compared OMol25 entry of this formula, charge and spin) in kcal per mole: 91.78
Electronic energy in eV: -9211.243
Total charge: 0
Largest force on an atom in eV/A: 5.46

Atom charges from the natural (NBO) analysis, given in e for atoms 1 to 5: N -0.72; N -0.32; C 0.51; O -0.59; C 0.51


(8)
One molecule with the formula C2H4N2O2. Source: the Open Molecules 2025 dataset; level of theory: ωB97M-V/def2-TZVPD.

XYZ file:
```
10
C2H4N2O2 (ωB97M-V/def2-TZVPD)
N -0.468 0.913 -1.693
C -0.363 0.769 -0.347
O -0.725 1.611 0.457
N 0.196 -0.499 -0.016
C 0.356 -0.662 1.238
O 0.842 -1.788 1.744
H -0.857 1.760 -2.070
H -0.119 0.203 -2.310
H 0.117 0.079 2.001
H 1.021 -2.386 0.996
```

## Properties
E_HOMO in Eh: -0.369
Structure (SMILES): NC(=O)/N=C/O
Relative energy (zero: lowest compared OMol25 entry of this formula, charge and spin) in kcal per mole: 13.57
Electronic energy in eV: -9214.634
Total charge: 0
Largest force on an atom in eV/A: 0.54

Atom charges from the natural (NBO) analysis, given in e for atoms 1 to 5: N -0.81; C 0.76; O -0.64; N -0.63; C 0.48